Formula: C44H42N5O3P2PtSe2
Source: OMol25
Level of theory: ωB97M-V/def2-TZVPD

XYZ file:
```
99
Properties=species:S:1:pos:R:3:forces:R:3
Pt -2.625347 0.871423 -1.042285 -0.6 -0.8 0.0
N -4.837035 0.131399 -1.272457 0.3 0.0 -0.1
N -5.249988 0.487724 -2.565838 0.1 0.2 -0.1
C -4.262194 0.618140 -3.579978 -0.1 0.0 -0.1
O -4.661314 0.611984 -4.731409 0.2 0.0 0.2
O -3.042781 0.754894 -3.177262 0.0 0.2 -0.1
H -4.736830 -0.872275 -1.158446 -0.1 -0.1 0.0
H -5.490861 0.485385 -0.589568 0.0 0.1 0.1
H -6.106683 0.075250 -2.897553 0.0 -0.2 -0.1
Se 4.195150 2.331632 -1.165820 0.1 0.0 -0.4
P 3.130847 1.850717 0.664776 -0.2 -0.1 0.8
C 2.990364 3.292563 1.719929 0.1 0.0 0.0
C 1.771162 3.954446 1.828143 0.0 0.0 0.1
C 1.693526 5.123326 2.569158 0.0 0.0 0.0
C 2.826434 5.628989 3.191502 0.0 0.0 0.0
C 4.049041 4.979437 3.066384 0.0 0.0 0.0
C 4.137910 3.814419 2.322821 -0.1 0.0 0.0
C 3.919141 0.482367 1.522259 0.0 0.1 -0.2
C 4.396994 0.572204 2.826554 0.1 0.0 0.0
C 5.011268 -0.529604 3.403306 0.0 0.0 0.0
C 5.143752 -1.707013 2.683041 0.0 -0.1 0.0
C 4.661624 -1.796565 1.381325 0.0 0.0 0.0
C 4.053212 -0.702078 0.794442 0.0 0.0 0.1
C 1.550727 1.407307 0.012433 0.1 -0.1 -0.3
C 0.304581 0.886525 0.355966 -0.1 0.1 -0.3
N -0.411184 0.942951 -0.791062 0.2 0.2 -0.3
N 0.334870 1.429186 -1.778093 0.1 0.0 0.3
N 1.518305 1.716101 -1.310376 -0.3 -0.1 0.1
P -0.433954 0.051756 1.778908 -0.2 -0.2 0.2
Se -2.493989 -0.404012 1.452449 0.1 0.4 0.0
C -0.127892 1.043359 3.256821 0.1 0.0 -0.1
C 1.171156 1.186165 3.743881 0.0 0.0 -0.1
C 1.409425 1.946134 4.876379 0.0 0.0 0.0
C 0.351709 2.571217 5.523716 -0.1 0.0 0.0
C -0.942273 2.436592 5.038025 0.0 0.0 0.0
C -1.186869 1.670153 3.905949 0.0 0.0 0.0
C 0.462440 -1.512029 1.925522 0.1 0.1 -0.1
C 0.523525 -2.285690 0.763834 0.1 0.1 0.0
C 1.044098 -3.566446 0.811734 0.0 0.0 0.0
C 1.507230 -4.079203 2.018844 0.0 0.0 0.0
C 1.457310 -3.308158 3.170252 0.0 0.0 0.0
C 0.931975 -2.021598 3.130778 0.0 0.0 0.0
H 0.889005 3.558131 1.340621 0.0 0.0 0.0
H 0.747496 5.641186 2.657618 0.0 0.0 0.0
H 2.761218 6.542238 3.769774 0.0 0.0 0.0
H 4.934178 5.388073 3.536004 0.0 0.0 0.0
H 5.095376 3.320860 2.196474 0.0 0.1 0.0
H 4.290782 1.489330 3.391884 0.0 0.0 0.0
H 5.386872 -0.466367 4.416461 0.0 0.0 0.0
H 5.624663 -2.564226 3.138172 0.0 0.0 0.0
H 4.765590 -2.718395 0.823980 0.0 0.0 0.0
H 3.686187 -0.757720 -0.224882 0.0 0.0 0.0
H 1.993521 0.686740 3.244691 -0.1 0.0 0.1
H 2.419438 2.053169 5.254534 0.0 0.0 0.0
H 0.536205 3.159544 6.414238 0.0 0.0 0.0
H -1.766500 2.923264 5.543243 0.0 0.0 0.0
H -2.193409 1.549684 3.526494 0.0 0.0 0.0
H 0.139731 -1.887790 -0.171467 0.0 -0.1 0.0
H 1.073516 -4.168745 -0.089102 0.0 0.0 0.0
H 1.902047 -5.087036 2.061994 0.0 0.0 0.0
H 1.817244 -3.710081 4.109212 0.0 0.0 0.0
H 0.866988 -1.436882 4.039052 0.0 0.0 0.0
C 0.219724 -7.002475 -3.972381 0.0 0.0 0.0
C -0.277084 -5.633844 -3.600477 0.0 0.0 0.0
C 0.000986 -4.528819 -4.394551 0.1 -0.1 -0.1
C -0.453479 -3.261069 -4.066420 0.0 0.1 0.0
C -0.122613 -2.107861 -4.987914 0.0 -0.1 0.0
C -1.212892 -3.092815 -2.890411 -0.1 -0.1 0.1
C -1.652674 -1.741601 -2.576320 0.2 0.2 -0.2
O -2.220213 -1.401033 -1.542371 -0.2 -0.4 0.2
C -1.524020 -4.210396 -2.074726 0.0 0.1 0.0
C -2.385744 -4.122443 -0.842214 0.0 0.0 0.0
C -1.041336 -5.452271 -2.449881 0.0 -0.1 0.0
H 0.798113 -6.979893 -4.894168 0.0 0.0 0.0
H -0.617605 -7.689329 -4.108374 0.0 0.0 0.0
H 0.847860 -7.411169 -3.178787 0.0 0.0 0.0
H 0.582331 -4.660832 -5.300919 0.0 0.0 0.0
H 0.507239 -2.454489 -5.804886 0.0 0.0 0.0
H 0.411141 -1.307839 -4.472181 0.0 0.0 0.0
H -1.025492 -1.676170 -5.424691 0.0 0.0 0.0
H -1.429234 -0.966707 -3.318407 -0.1 0.0 0.0
H -3.371036 -3.721547 -1.084521 0.0 0.0 0.0
H -1.962877 -3.459382 -0.088559 0.0 0.0 0.0
H -2.513180 -5.113373 -0.405276 0.0 0.0 0.0
H -1.282673 -6.314602 -1.835102 0.0 0.0 0.0
C -3.179531 2.787889 0.103627 0.0 0.4 0.0
C -3.119526 3.240123 -1.243338 0.1 0.2 0.2
C -1.881234 3.658656 -1.831194 0.0 0.1 0.0
C -1.822090 4.065685 -3.139908 0.0 0.0 0.0
C -2.984113 4.122843 -3.911333 0.0 0.0 0.0
C -4.223312 3.805671 -3.340565 0.0 0.0 0.0
C -4.299876 3.381353 -2.042923 0.0 0.0 0.0
H -4.148912 2.710833 0.580786 0.0 -0.1 0.0
H -2.357332 3.031106 0.767309 0.0 -0.1 0.0
H -0.985918 3.650275 -1.222066 0.0 -0.1 0.0
H -0.867504 4.333193 -3.574036 0.0 0.0 0.0
H -2.931937 4.425169 -4.949038 0.0 0.0 0.0
H -5.123965 3.877190 -3.936522 0.0 0.0 0.0
H -5.258725 3.135927 -1.605247 0.0 0.0 0.0
```
Positions in Å, forces in eV/Å.

## Properties
- Charge: +1
- Spin multiplicity: 5
- HOMO energy (spin up / spin down): -0.3179 / -0.3938 hartree
- Total energy: -7805.99316 hartree
- Orbital gap (spin up / spin down): 0.2129 / 0.2069 hartree

Results of the Mulliken charge analysis, in e, for atoms 1 through 4: atom 1 (Pt): 2.47, atom 2 (N): -0.49, atom 3 (N): -0.20, atom 4 (C): 0.47

Formula: C44H43As2ClIKN3OSi
Source: OMol25
Level of theory: ωB97M-V/def2-TZVPD

XYZ file:
```
97
Properties=species:S:1:pos:R:3:forces:R:3
K -2.329858 1.674669 -1.159653 0.1 -0.2 0.2
C 0.912583 -0.472070 2.243413 0.5 -0.3 -1.0
C 0.763996 0.733440 1.312240 0.6 -0.2 -0.2
As 1.908409 2.350220 1.651968 -0.5 0.0 -0.4
C 3.506965 1.881998 0.615461 -0.4 0.0 0.2
C 4.194939 2.945855 0.035028 0.0 -0.7 0.0
C 5.280876 2.690219 -0.783337 0.3 -0.1 -0.3
C 5.688123 1.379775 -1.016517 -0.1 0.0 0.0
C 4.995322 0.312723 -0.451986 0.0 0.5 -0.4
C 3.877556 0.576428 0.321345 0.2 -0.2 0.4
C 2.391759 1.934277 3.495283 0.4 -0.1 -0.8
C 3.644695 1.511132 3.907741 -0.2 0.1 1.4
C 3.898027 1.299449 5.279387 0.1 -0.1 -0.8
C 2.873558 1.481282 6.192287 0.0 0.2 0.0
C 1.613546 1.879955 5.744264 0.6 -0.3 -0.4
C 1.362749 2.108542 4.409556 0.7 -0.2 0.2
As -0.480215 -1.854004 1.949665 0.0 0.9 -0.1
C -0.020559 -2.645199 0.238663 0.1 -0.1 -0.1
C 1.280915 -2.902712 -0.189279 0.4 0.2 -0.1
C 1.518545 -3.629751 -1.348502 -0.1 0.2 0.4
C 0.442877 -4.136956 -2.072291 0.9 -0.1 -0.6
C -0.839452 -3.905280 -1.648100 -0.6 0.3 0.4
C -1.078576 -3.161049 -0.488539 0.5 -0.3 -0.5
C 0.291663 -3.334139 2.923975 -0.5 0.8 0.0
C 1.459578 -3.281245 3.654208 0.0 -1.2 0.2
C 1.854652 -4.452889 4.315952 0.4 0.9 -0.1
C 1.074367 -5.588452 4.251985 0.6 -0.4 0.3
C -0.108482 -5.605075 3.544221 -0.6 0.1 -0.1
C -0.512255 -4.466111 2.886939 0.4 0.0 0.1
H 0.811647 -0.219575 3.288789 0.0 0.2 0.3
H 1.924610 -0.884266 2.104770 -0.3 -0.1 0.2
H -0.222273 1.154902 1.361678 -0.6 0.2 -0.2
H 0.985169 0.475372 0.254073 -0.3 0.1 0.6
H 3.824009 3.936159 0.197287 0.0 0.5 0.1
H 5.810730 3.488552 -1.295563 -0.1 0.0 0.2
H 6.517466 1.200816 -1.687755 0.1 -0.1 0.1
H 5.285993 -0.699858 -0.677533 0.1 -0.2 0.0
H 3.304918 -0.253173 0.723584 0.0 0.1 0.0
H 4.449766 1.360458 3.222012 0.3 -0.1 -0.5
H 4.897593 0.955942 5.565028 -0.4 0.2 0.1
H 3.037459 1.343027 7.254203 0.0 -0.1 0.0
H 0.810514 1.979407 6.413766 -0.8 0.2 1.0
H 0.387833 2.396596 4.064887 -0.4 0.2 0.0
H 2.132749 -2.518968 0.375875 -0.2 -0.1 0.0
H 2.539060 -3.792610 -1.680895 -0.1 0.0 0.0
H 0.669610 -4.676418 -2.997325 -0.3 0.1 0.3
H -1.694953 -4.255755 -2.200156 -0.1 -0.2 -0.2
H -2.081135 -3.014054 -0.147083 -0.5 0.2 0.0
H 2.076269 -2.398492 3.694219 0.0 0.2 0.0
H 2.794044 -4.415588 4.868850 -0.2 -0.3 0.0
H 1.411945 -6.484752 4.747350 0.0 -0.1 0.2
H -0.756530 -6.465580 3.527580 0.1 -0.3 0.0
H -1.435282 -4.422321 2.324518 -0.1 -0.2 0.0
Cl -0.225168 7.413005 -3.508816 0.1 0.1 0.4
C -0.318534 6.268796 -2.169145 0.1 -0.4 -0.9
C -1.084815 6.534941 -1.086341 -0.6 0.6 0.7
C -1.371802 5.554686 -0.131889 -0.2 0.2 -0.1
I -2.701631 6.086355 1.419423 0.3 -0.3 -0.2
C -0.929705 4.217182 -0.229526 0.1 0.2 0.9
O -1.276164 3.317391 0.592661 0.2 0.0 -0.6
C 0.005420 4.002903 -1.348416 0.2 -1.3 -0.2
N 0.598960 2.752110 -1.440647 -0.2 1.1 0.1
C 1.393986 2.519091 -2.456042 -0.2 -0.3 -0.4
C 1.572408 3.388262 -3.564274 -0.6 0.0 1.0
C 0.972476 4.608547 -3.475152 0.8 -0.1 -1.0
C 0.234064 4.973366 -2.347402 -0.4 0.6 0.6
H -1.524487 7.524156 -0.942395 0.2 -0.3 -0.2
H 1.877655 1.550522 -2.455684 0.1 -0.2 0.0
H 2.104670 3.095990 -4.450006 0.3 -0.2 -0.1
H 1.118285 5.307116 -4.294693 -0.2 0.0 0.2
C -4.384447 -0.394905 2.123164 -0.8 0.4 -1.4
C -4.479856 -1.028150 0.724506 0.1 -0.7 0.8
C -5.354740 -2.101517 0.570696 0.0 0.4 -0.1
C -5.416111 -2.708097 -0.679964 -0.4 -0.3 -0.7
C -4.643649 -2.244193 -1.713501 0.4 0.3 0.7
C -3.737851 -1.157205 -1.504559 -0.2 -0.2 0.2
N -3.667619 -0.608096 -0.238907 0.0 0.5 -0.3
N -2.965008 -0.661928 -2.454308 0.3 0.3 0.3
Si -2.685454 -0.689646 -4.098973 -0.3 0.0 -0.7
C -4.196699 -0.077487 -5.141762 1.1 -0.4 0.3
C -2.158289 -2.319072 -4.967574 -0.3 -0.3 1.1
C -1.269204 0.550058 -4.364624 -0.3 -0.3 0.4
H -5.215529 -0.761127 2.727707 0.2 0.0 0.1
H -4.504972 0.687627 2.015534 0.1 0.0 0.1
H -3.437650 -0.589133 2.583900 0.6 -0.2 0.3
H -5.972624 -2.403325 1.397366 -0.2 -0.2 0.1
H -6.113232 -3.521009 -0.915343 0.2 0.2 0.4
H -4.621069 -2.709202 -2.673309 -0.2 -0.3 -0.6
H -5.012713 -0.776025 -5.108514 -0.4 -0.4 0.1
H -3.893220 0.019994 -6.179335 0.1 0.1 -0.3
H -4.559669 0.872968 -4.797713 -0.2 0.6 0.2
H -3.017893 -2.999642 -5.070128 0.1 0.3 -0.3
H -1.435274 -2.908647 -4.387742 0.1 0.3 0.0
H -1.707778 -2.125344 -5.927997 0.0 0.1 -0.5
H -1.619031 1.548517 -4.081934 0.1 0.1 0.0
H -0.873133 0.608419 -5.368985 0.0 0.0 -0.4
H -0.450418 0.266899 -3.696890 0.0 0.1 0.0
```
Positions in Å, forces in eV/Å.

## Properties
- Charge: -1
- HOMO energy: -0.1655 hartree
- Total energy: -8061.00390 hartree
- Orbital gap: 0.2468 hartree

Results of the Mulliken charge analysis, in e, for atoms 1 through 4: atom 1 (K): 0.60, atom 2 (C): -0.71, atom 3 (C): -1.43, atom 4 (As): 0.57